(1)
A structure of composition C19H43BiOP3S2 at a distorted geometry. Source: the Open Molecules 2025 dataset; level of theory: the ωB97M-V functional and the def2-TZVPD basis.

Geometry as XYZ:
```
69
Properties=species:S:1:pos:R:3:forces:R:3
Bi 0.190 0.162 -1.242 -0.76 -1.97 0.75
P -0.676 1.950 0.995 -0.58 1.50 0.76
P -2.511 -0.901 -0.975 -1.13 -1.05 -0.22
P 2.757 1.149 -0.551 1.86 1.12 0.03
H 0.487 -2.400 -8.219 0.14 0.14 0.50
C 1.475 -2.496 -7.762 0.29 0.05 -0.03
C 1.783 -3.443 -6.873 0.00 0.04 -0.01
H 1.013 -4.052 -6.398 0.23 -0.22 -0.49
C -1.224 3.624 0.483 0.09 -0.23 -0.55
C -2.062 1.488 2.101 -0.15 -0.70 -0.31
C 0.523 2.432 2.297 0.61 -0.48 -0.20
C -2.545 -2.464 -1.910 0.68 -0.16 -0.11
C -3.371 -1.399 0.552 0.38 0.25 0.48
C -3.749 0.079 -1.900 0.46 0.65 0.02
C 4.108 0.521 -1.606 -0.23 -0.44 -0.33
C 3.429 0.863 1.129 -0.70 -0.25 0.29
C 2.881 2.953 -0.844 -0.45 0.03 -0.10
H 2.237 -1.793 -8.118 -0.17 -0.52 -0.21
H 2.826 -3.681 -6.636 -0.42 0.37 0.24
H -1.469 4.200 1.388 0.07 -0.20 -0.27
H -2.112 3.547 -0.157 0.22 0.15 0.13
H -0.418 4.129 -0.067 -0.28 -0.02 0.11
H -2.199 2.312 2.819 0.09 -0.19 -0.34
H -1.817 0.570 2.652 -0.12 0.21 -0.16
H -2.988 1.346 1.529 0.20 0.05 0.24
H -0.021 3.042 3.035 0.12 -0.18 -0.33
H 1.352 3.021 1.881 -0.26 -0.15 0.22
H 0.909 1.533 2.797 -0.08 0.30 -0.03
H -3.581 -2.721 -2.164 0.19 0.11 0.21
H -2.103 -3.256 -1.294 -0.08 0.13 -0.18
H -1.967 -2.369 -2.833 -0.28 -0.05 0.23
H -4.442 -1.177 0.471 0.21 0.00 -0.13
H -2.946 -0.876 1.412 -0.22 -0.30 -0.10
H -3.219 -2.473 0.700 0.04 0.26 0.03
H -4.526 -0.592 -2.293 0.24 0.15 0.21
H -3.257 0.597 -2.734 -0.29 -0.07 0.09
H -4.202 0.822 -1.232 0.06 -0.11 -0.25
H 4.946 1.236 -1.576 -0.33 -0.20 0.08
H 3.760 0.402 -2.639 0.21 0.06 0.19
H 4.450 -0.456 -1.244 -0.10 0.21 -0.12
H 4.466 1.217 1.176 -0.13 -0.01 -0.22
H 3.404 -0.210 1.356 0.10 0.25 -0.07
H 2.843 1.386 1.894 0.24 -0.16 -0.27
H 3.940 3.226 -0.948 -0.29 -0.06 0.13
H 2.427 3.527 -0.027 0.13 -0.10 -0.22
H 2.361 3.199 -1.782 0.22 0.03 0.25
C 0.915 -1.693 -4.172 0.58 -0.28 0.54
C 1.273 -0.642 -5.048 0.06 0.98 -0.77
C 0.316 -0.143 -5.924 0.64 0.23 0.02
C -0.951 -0.723 -5.998 0.02 -0.14 0.25
C -1.205 -1.923 -5.319 0.12 -0.59 0.44
C -0.254 -2.433 -4.447 -1.03 -0.28 -0.35
S 1.768 -1.988 -2.736 -0.50 0.35 0.10
H -0.500 0.175 -2.937 0.32 1.06 0.22
H 2.300 -0.246 -5.008 -0.66 -0.03 0.02
H 0.553 0.687 -6.585 0.02 -0.09 0.20
H -1.731 -0.259 -6.594 0.16 -0.14 -0.11
H -2.147 -2.459 -5.452 0.25 0.20 -0.06
H -0.404 -3.358 -3.887 -0.08 0.26 -0.22
C 0.256 -2.824 4.216 0.13 -0.13 -0.18
S 0.454 -1.788 2.763 -0.14 0.23 0.07
C 1.915 -2.557 2.040 -0.07 -0.29 0.34
O -0.701 -2.088 1.848 0.09 0.26 -0.37
H 1.106 -2.628 4.874 -0.12 -0.07 0.04
H 0.228 -3.878 3.911 -0.03 0.27 0.09
H -0.684 -2.536 4.704 0.29 -0.02 -0.16
H 1.770 -3.644 2.066 0.19 0.24 -0.20
H 2.032 -2.195 1.008 -0.15 -0.12 0.28
H 2.784 -2.264 2.642 -0.12 -0.17 -0.11
```
Forces are in eV/Å.

energy relative to the best compared isomer or geometry (same formula, charge and spin)	9.8	kcal per mole
total charge	+3
Kohn-Sham gap (spin up / spin down)	3.95 / 4.59	eV
molecular weight	653.588	g mol⁻¹
electronic energy	-77794.301	eV

(2)
A cluster of 2 separate species, C19H43ClINO2Si in total at a distorted geometry. Source: the Open Molecules 2025 dataset; level of theory: the ωB97M-V functional and the def2-TZVPD basis.

Geometry as XYZ:
```
68
Properties=species:S:1:pos:R:3:forces:R:3
C -0.690 -5.257 -1.370 0.46 1.01 0.82
C -1.723 -4.077 -1.390 0.16 -0.86 -1.21
C -1.210 -2.977 -2.388 -1.28 0.04 -0.04
C -1.058 -1.553 -1.772 0.08 -0.54 -0.33
Si 0.190 -1.368 -0.352 -0.08 1.49 0.49
C 0.587 0.516 -0.260 -0.61 0.08 -0.69
C -0.693 1.392 0.015 0.69 -0.62 0.72
C -0.750 1.869 1.496 -1.14 0.14 -0.85
I 0.862 3.238 2.013 -0.45 -0.51 -0.09
C -0.558 -1.785 1.381 0.52 -0.23 -0.64
C -0.400 -3.285 1.818 -0.59 0.31 0.89
C 0.692 -3.556 2.901 -0.80 -0.03 -0.45
C 0.580 -2.673 4.170 0.52 -0.70 0.14
O 1.383 -3.238 5.218 0.12 0.13 -0.15
C 2.755 -3.239 4.869 0.26 0.23 -0.78
C 1.875 -2.236 -0.620 0.65 0.52 0.46
Cl 2.282 -2.483 -2.395 -0.43 -0.15 0.66
C 3.082 -1.392 -0.060 0.20 -1.42 0.04
C 3.140 -1.333 1.494 0.47 1.12 -0.16
H 0.328 -4.808 -1.420 -0.45 -0.34 0.07
H -0.767 -5.916 -2.249 -0.21 0.18 0.47
H -0.725 -5.805 -0.410 -0.16 -0.13 -0.67
H -1.985 -3.702 -0.387 0.38 -0.03 -0.35
H -2.659 -4.503 -1.811 0.33 0.36 0.40
H -1.981 -2.896 -3.185 0.51 0.01 0.30
H -0.309 -3.364 -2.888 -0.15 0.49 0.32
H -0.778 -0.833 -2.572 0.00 -0.38 0.43
H -2.065 -1.227 -1.432 0.54 -0.15 0.00
H 1.356 0.740 0.502 -0.18 -0.07 -0.48
H 0.964 0.792 -1.272 0.14 -0.11 0.68
H -0.772 2.271 -0.645 0.10 -0.37 0.21
H -1.580 0.744 -0.167 0.18 0.62 0.21
H -0.808 1.038 2.217 0.42 0.47 -0.26
H -1.676 2.467 1.595 0.61 -0.20 0.24
H -0.093 -1.098 2.117 -0.19 -0.42 -0.35
H -1.618 -1.458 1.305 0.44 -0.39 0.15
H -0.205 -3.963 0.969 -0.13 0.35 0.27
H -1.373 -3.593 2.260 0.51 -0.04 -0.30
H 0.548 -4.604 3.238 0.17 0.50 -0.13
H 1.678 -3.517 2.404 -0.27 0.19 0.51
H -0.446 -2.682 4.584 0.37 0.08 -0.43
H 0.915 -1.625 4.023 -0.26 -0.40 -0.13
H 3.391 -3.267 5.765 -0.42 0.08 -0.20
H 3.039 -4.091 4.212 -0.26 0.26 0.44
H 2.961 -2.326 4.264 0.22 -0.33 0.54
H 1.840 -3.205 -0.077 0.30 0.27 -0.72
H 3.158 -0.410 -0.553 -0.36 -0.34 0.34
H 3.984 -1.951 -0.387 -0.40 0.41 0.10
H 2.162 -1.388 1.996 0.35 -0.10 -0.27
H 3.844 -2.071 1.922 -0.61 0.10 -0.28
H 3.568 -0.343 1.764 -0.27 -0.52 0.01
C -1.203 4.093 -3.367 -0.26 -0.17 0.08
O -1.425 4.341 -1.989 0.28 0.09 -0.08
C -0.756 5.484 -1.473 -0.05 0.09 0.34
C -1.483 6.816 -1.727 -0.13 -0.22 -0.33
C -1.340 7.326 -3.157 0.10 0.23 -0.06
N -2.909 6.731 -1.394 0.13 -0.13 0.18
H -0.190 4.368 -3.673 -0.01 0.08 0.01
H -1.938 4.623 -3.976 0.13 0.05 -0.13
H -1.340 3.025 -3.540 0.02 0.01 0.08
H -0.709 5.328 -0.392 -0.04 -0.07 -0.02
H 0.281 5.517 -1.829 -0.02 0.01 -0.13
H -1.026 7.562 -1.070 0.02 -0.09 0.07
H -1.970 6.780 -3.860 0.00 -0.06 0.06
H -1.637 8.374 -3.214 -0.04 -0.06 0.04
H -0.304 7.256 -3.498 -0.02 -0.03 -0.01
H -3.003 6.486 -0.412 -0.03 0.14 0.02
H -3.286 5.921 -1.881 -0.04 0.08 -0.08
```
Forces are in eV/Å.

energy relative to the best compared isomer or geometry (same formula, charge and spin)	15.1	kcal per mole
SMILES string	CCCC[Si@@](CCCI)(CCCCOC)[C@@H](Cl)CC.COC[C@@H](C)N
Kohn-Sham gap	9.71	eV
molecular weight	508.001	g mol⁻¹
electronic energy	-54485.529	eV

(3)
A structure of composition C19H43CrOP3S at a distorted geometry. Source: the Open Molecules 2025 dataset; level of theory: the ωB97M-V functional and the def2-TZVPD basis.

Geometry as XYZ:
```
68
Properties=species:S:1:pos:R:3:forces:R:3
Cr 0.165 0.209 0.164 2.04 -1.49 -0.27
P -1.276 1.826 0.774 -2.05 1.96 0.86
P -0.691 -1.450 1.600 -0.79 -0.49 1.69
P 0.316 0.838 -2.108 0.01 1.84 -1.50
H -0.373 -8.460 -4.120 0.33 0.06 -0.30
C 0.404 -8.032 -4.765 0.06 0.10 0.15
C 1.705 -8.133 -4.458 -0.13 0.00 0.03
H 2.041 -8.663 -3.559 -0.14 0.23 -0.37
C -2.966 1.774 0.080 -0.03 -0.33 -0.18
C -1.660 2.017 2.554 0.12 -0.23 0.05
C -0.760 3.539 0.394 0.44 0.04 -0.13
C 0.048 -3.116 1.534 0.29 0.00 -0.47
C -0.421 -1.049 3.373 0.07 0.13 0.10
C -2.483 -1.805 1.531 -0.01 -0.02 -0.21
C 1.300 -0.150 -3.283 0.35 -0.66 0.29
C 1.066 2.500 -2.370 0.31 0.06 -0.01
C -1.240 1.040 -3.062 -0.08 -0.32 0.15
H 0.071 -7.554 -5.694 0.14 -0.24 0.28
H 2.482 -7.739 -5.123 -0.30 -0.23 0.21
H -3.543 2.607 0.505 0.19 -0.21 -0.10
H -3.457 0.829 0.339 0.07 0.23 -0.11
H -2.944 1.873 -1.011 -0.06 -0.04 0.29
H -2.302 2.899 2.669 0.13 -0.14 -0.07
H -0.737 2.180 3.120 -0.22 -0.02 -0.01
H -2.192 1.146 2.949 0.07 0.16 -0.01
H -1.581 4.072 -0.099 0.18 -0.10 0.11
H 0.118 3.550 -0.255 -0.15 0.18 0.15
H -0.515 4.055 1.330 -0.03 -0.06 -0.23
H -0.136 -3.669 2.467 0.01 0.25 -0.31
H 1.125 -3.004 1.357 -0.20 -0.20 0.25
H -0.376 -3.671 0.688 0.04 -0.02 0.23
H -1.199 -1.535 3.982 0.29 0.10 -0.13
H -0.454 0.031 3.557 -0.01 -0.40 0.00
H 0.564 -1.421 3.684 -0.22 0.06 -0.05
H -2.722 -2.621 2.230 0.06 0.28 -0.18
H -2.744 -2.119 0.511 -0.04 0.08 0.26
H -3.085 -0.922 1.787 0.19 -0.27 -0.04
H 1.651 0.474 -4.118 -0.21 -0.20 0.32
H 0.693 -0.973 -3.683 0.12 0.15 0.05
H 2.156 -0.582 -2.747 -0.04 0.16 -0.40
H 1.563 2.527 -3.350 -0.18 0.10 0.31
H 1.816 2.706 -1.594 -0.13 0.05 -0.26
H 0.298 3.285 -2.350 0.23 -0.24 0.01
H -0.990 1.100 -4.131 -0.10 0.09 0.33
H -1.784 1.948 -2.767 0.22 -0.29 -0.12
H -1.879 0.164 -2.890 0.04 0.27 -0.14
C 1.064 -3.089 -1.766 1.66 2.79 2.43
C -0.352 -3.197 -2.061 -2.08 -0.57 -0.67
C -0.828 -4.137 -2.952 -0.96 1.80 1.54
C 0.068 -4.979 -3.611 0.27 -0.75 -0.25
C 1.445 -4.915 -3.352 1.79 0.54 0.65
C 1.953 -4.003 -2.453 0.48 -1.38 -1.11
O 1.530 -2.208 -0.968 -1.66 -2.47 -2.40
H -0.907 -0.446 -0.689 -1.01 -0.61 -0.38
H -1.036 -2.519 -1.540 0.27 -0.20 -0.17
H -1.908 -4.220 -3.121 0.49 0.02 -0.03
H -0.305 -5.741 -4.296 0.14 0.18 -0.06
H 2.123 -5.608 -3.851 -0.27 0.16 0.04
H 3.016 -3.921 -2.236 -0.12 -0.08 -0.08
C 3.659 0.997 0.516 -0.07 -0.33 0.10
S 2.251 0.327 1.493 0.34 0.71 -0.25
C 2.145 1.686 2.700 -0.02 -0.14 0.28
H 3.616 0.559 -0.490 0.12 0.19 0.30
H 4.560 0.651 1.043 -0.22 0.29 -0.34
H 3.607 2.096 0.481 0.00 -0.49 -0.04
H 1.627 1.313 3.592 0.09 0.18 -0.23
H 3.180 1.918 2.972 -0.27 0.03 0.03
H 1.650 2.569 2.280 0.18 -0.25 0.12
```
Forces are in eV/Å.

total charge	+3
spin multiplicity	4
Kohn-Sham gap (spin up / spin down)	4.02 / 4.02	eV
molecular weight	464.537	g mol⁻¹
electronic energy	-89542.212	eV
<S²>	3.818